Entry 1:
Formula: C4H9NO3
Source: OMol25
Level of theory: ωB97M-V/def2-TZVPD

## Properties
Structure (SMILES): O=C(CCO)NCO
Kohn-Sham gap (hartree): 0.3860
Total charge: 0
HOMO energy (eV): -9.86

Last column: Löwdin charge in e.
CARTESIAN COORDINATES (ANGSTROEM)
O 0.54 0.68 1.82  0.0776
C 0.33 -0.11 0.92  -0.4801
N 1.33 -0.96 0.50  0.0759
C 1.48 -1.47 -0.82  -0.2645
O 1.63 -0.46 -1.82  -0.0423
C -1.03 -0.23 0.27  -0.0740
C -1.48 1.08 -0.38  -0.2403
O -2.80 1.35 0.11  -0.0724
H 2.18 -0.78 1.01  0.1414
H 0.61 -2.02 -1.18  0.1185
H 2.31 -2.15 -0.81  0.1206
H 2.49 -0.03 -1.74  0.0858
H -1.71 -0.43 1.06  0.1223
H -1.07 -1.06 -0.43  0.1069
H -1.55 0.94 -1.47  0.1163
H -0.82 1.93 -0.22  0.1218
H -3.06 2.21 -0.24  0.0865

***

Entry 2:
Formula: C4H9NO3
Source: OMol25
Level of theory: ωB97M-V/def2-TZVPD

## Properties
Kohn-Sham gap (hartree): 0.3309
Total charge: 0
HOMO energy (eV): -9.33

Last column: Löwdin charge in e.
CARTESIAN COORDINATES (ANGSTROEM)
C 1.04 -0.50 -0.53  -0.1157
C 0.72 -1.06 0.71  -0.0746
C 1.88 0.70 -0.70  -0.0662
N -1.80 -0.04 0.80  -0.0195
C -1.25 1.14 -0.05  -0.6928
O -1.04 2.16 0.56  0.0639
O -2.49 -1.03 0.04  -0.0451
O -0.94 0.69 -1.18  -0.0264
H -2.15 -0.82 -0.85  0.0890
H -2.40 0.24 1.57  0.1477
H 0.78 -1.05 -1.43  0.1236
H 1.28 -0.67 1.57  0.1000
H 0.53 -2.12 0.73  0.0960
H -0.50 -0.63 0.97  0.1363
H 2.93 0.38 -0.75  0.1008
H 1.64 1.23 -1.61  0.0891
H 1.78 1.38 0.15  0.0941

***

Entry 3:
Formula: C4H9NO3
Source: OMol25
Level of theory: ωB97M-V/def2-TZVPD

## Properties
Structure (SMILES): CC(=O)NCC=O.O
Kohn-Sham gap (hartree): 0.3899
Total charge: 0
HOMO energy (eV): -10.12

Last column: Löwdin charge in e.
CARTESIAN COORDINATES (ANGSTROEM)
C 0.61 -0.34 1.48  -0.0170
C 0.69 -1.21 0.28  -0.5428
N 0.33 -0.63 -0.92  0.0531
C -0.28 0.68 -1.08  -0.1662
C 0.69 1.81 -0.86  -0.2537
O 0.35 2.95 -0.70  0.0632
O 0.96 -2.40 0.31  0.0618
H -0.07 0.51 1.43  0.0725
H 0.29 -0.73 2.46  0.0938
H 1.59 0.07 1.71  0.0980
H 0.06 -1.31 -1.61  0.1404
H -0.60 0.74 -2.10  0.1283
H -1.24 0.81 -0.57  0.1152
H 1.76 1.57 -0.98  0.1293
H -2.03 -0.79 1.85  0.0269
H -2.26 -1.24 0.40  0.0379
O -2.59 -0.64 1.08  -0.0408

***

Entry 4:
Formula: C4H9NO3
Source: OMol25
Level of theory: ωB97M-V/def2-TZVPD

## Properties
Structure (SMILES): CN[C@@H](CO)C(=O)O
Kohn-Sham gap (hartree): 0.3771
Total charge: 0
HOMO energy (eV): -9.64

Last column: Löwdin charge in e.
CARTESIAN COORDINATES (ANGSTROEM)
C 0.64 2.34 0.74  -0.1190
N -0.33 1.36 0.17  -0.0565
C 0.40 0.06 0.09  -0.2313
C -0.41 -0.87 1.01  -0.2185
O -0.36 -0.47 2.37  -0.0639
C 0.14 -0.57 -1.30  -0.4416
O 0.45 -1.93 -1.32  0.0626
O -0.60 -0.10 -2.09  0.1370
H 1.17 1.89 1.58  0.0674
H 0.27 3.31 1.08  0.0765
H 1.39 2.61 -0.02  0.0844
H -0.48 1.67 -0.79  0.0940
H 1.43 0.13 0.43  0.1457
H -0.17 -1.95 0.97  0.1269
H -1.46 -0.76 0.74  0.1295
H -0.62 0.47 2.43  0.0814
H 0.61 -2.33 -2.20  0.1256

***

Entry 5:
Formula: C4H9NO3
Source: OMol25
Level of theory: ωB97M-V/def2-TZVPD

## Properties
Structure (SMILES): C=NO[C@H](CO)OC
Kohn-Sham gap (hartree): 0.3676
Total charge: 0
HOMO energy (eV): -9.40

Last column: Löwdin charge in e.
CARTESIAN COORDINATES (ANGSTROEM)
C -1.61 -1.34 -1.06  -0.0879
C -0.22 0.61 -0.43  -0.2248
C -0.19 1.87 0.47  -0.2508
C 1.76 -1.77 1.24  0.0017
H -1.14 -2.42 -1.09  0.1076
H -1.29 -0.61 -1.86  0.0797
H -2.77 -1.57 -0.95  0.1087
H -0.42 1.00 -1.42  0.1348
H -1.17 2.40 0.39  0.1295
H 0.11 1.46 1.59  0.1726
H 1.10 3.47 0.28  0.2201
H 1.96 -1.88 2.28  0.0479
H 2.35 -2.30 0.44  0.0887
N 1.15 -0.69 0.86  -0.0810
O -1.24 -0.41 0.00  -0.2144
O 0.69 2.59 -0.30  -0.1358
O 0.93 -0.42 -0.43  -0.0965

***

Entry 6:
Formula: C4H9NO4
Source: OMol25
Level of theory: ωB97M-V/def2-TZVPD

## Properties
Kohn-Sham gap (hartree): 0.3449
Total charge: 0
HOMO energy (eV): -8.74

Last column: Löwdin charge in e.
CARTESIAN COORDINATES (ANGSTROEM)
C 0.98 -0.05 0.86  -0.5501
C 2.11 0.10 -1.37  -0.0605
C -0.10 -0.87 -1.11  -0.0480
C -2.66 0.29 0.53  -0.2010
N 0.99 -0.12 -0.47  -0.1319
O 0.13 -0.54 1.60  0.0365
O 2.09 0.61 1.26  0.1359
O -2.39 0.28 1.81  0.0143
O -3.85 0.91 0.28  0.0088
H 2.03 1.09 -2.04  0.1287
H 3.08 0.38 -0.73  0.1208
H 2.29 -0.77 -1.95  0.0627
H -1.11 -0.62 -0.45  0.0795
H -0.10 -0.59 -2.18  0.0882
H 0.04 -1.87 -1.26  0.0426
H 2.18 0.65 2.16  0.0791
H -1.50 -0.21 1.98  0.0953
H -4.23 1.32 1.08  0.0992

***

Entry 7:
Formula: C4H9NO4Rb
Source: OMol25
Level of theory: ωB97M-V/def2-TZVPD

## Properties
Kohn-Sham gap (alpha / beta) (hartree): 0.4312 / 0.2847
⟨S²⟩: 0.759
Total charge: +2
Multiplicity: 2
HOMO energy (alpha / beta) (eV): -19.69 / -18.84

Last column: Löwdin charge in e.
CARTESIAN COORDINATES (ANGSTROEM)
Rb 2.85 1.26 0.69  1.1040
C -0.87 -1.05 -0.55  0.0493
C -0.55 0.12 0.26  -0.3294
O 0.08 1.13 -0.13  0.0196
N -0.91 0.07 1.78  0.0949
H -1.00 -0.89 2.05  0.1715
H -0.09 0.46 2.25  0.1600
C -2.24 0.79 2.13  0.0900
H 0.01 -1.70 -0.50  0.1218
H -1.07 -0.74 -1.58  0.1310
H -1.79 -1.53 -0.22  0.1146
H -2.16 0.82 3.22  0.1192
H -2.96 0.12 1.65  0.1172
H -2.29 1.80 1.74  0.1188
O 2.44 -0.71 -3.37  0.2814
C 2.57 -0.19 -2.22  -0.8216
O 2.62 -0.94 -1.21  0.1589
O 2.74 1.04 -2.21  0.1418
H 2.60 0.15 -3.78  0.1570

***

Entry 8:
Formula: C4H9NO4S2
Source: OMol25
Level of theory: ωB97M-V/def2-TZVPD

## Properties
Kohn-Sham gap (hartree): 0.3473
Total charge: 0
HOMO energy (eV): -10.28

Last column: Löwdin charge in e.
CARTESIAN COORDINATES (ANGSTROEM)
C -0.54 0.47 -0.40  -0.6636
C -0.65 -0.85 0.43  -0.5733
C 0.34 0.09 -1.69  -0.0032
C 0.13 -0.89 1.71  -0.0466
N 0.14 1.47 0.29  0.0917
O -4.11 1.16 0.08  -0.2524
O -3.30 -1.07 -0.71  -0.3850
O -1.80 0.87 -0.87  -0.1682
O -2.35 -0.08 1.30  -0.2685
S -0.99 -2.27 -0.33  1.0338
S -3.04 0.18 0.04  0.5550
H 1.04 -0.62 -1.49  0.0208
H 0.92 0.97 -2.18  0.1245
H -0.50 -0.33 -2.34  0.1027
H -0.57 -0.47 2.30  0.0573
H 0.98 -0.26 1.73  0.0842
H 0.48 -1.82 2.03  0.0768
H 0.12 2.38 -0.25  0.1410
H -0.16 1.63 1.24  0.0963
H -2.01 -1.87 -1.21  -0.0234

***

Entry 9:
Formula: C4H9NO5
Source: OMol25
Level of theory: ωB97M-V/def2-TZVPD

## Properties
Kohn-Sham gap (hartree): 0.3423
Total charge: 0
HOMO energy (eV): -8.77

Last column: Löwdin charge in e.
CARTESIAN COORDINATES (ANGSTROEM)
C -0.82 0.09 -0.06  -0.2664
C 3.07 -0.54 0.18  -0.0084
C -2.36 -0.21 -0.88  -0.1406
C 0.80 0.46 -0.27  -0.2079
N 1.67 -0.52 -0.30  0.0563
O -1.18 1.10 0.88  -0.0349
O -0.64 -1.22 0.47  -0.0208
O -3.20 -0.65 0.08  -0.0256
O 0.31 2.66 -0.32  -0.1770
O 1.20 1.64 -0.33  -0.0168
H 3.34 0.45 0.61  0.0983
H 3.17 -1.35 0.99  0.1233
H 3.72 -0.67 -0.60  0.0469
H -2.70 0.64 -1.36  0.0922
H -2.19 -1.09 -1.52  0.1239
H 1.09 -1.34 -0.16  0.1226
H -1.08 -1.36 1.28  0.0864
H -3.52 -0.03 0.74  0.1111
H -0.67 1.93 0.58  0.0376

***

Entry 10:
Formula: C4H9NO5S
Source: OMol25
Level of theory: ωB97M-V/def2-TZVPD

## Properties
Structure (SMILES): CCN[C@@H]1OS(=O)(=O)O[C@H]1O
Kohn-Sham gap (hartree): 0.3717
Total charge: 0
HOMO energy (eV): -9.82

Last column: Löwdin charge in e.
CARTESIAN COORDINATES (ANGSTROEM)
C 0.07 0.20 2.28  -0.1121
C -1.20 0.87 1.46  -0.2611
N -0.86 1.39 0.08  -0.0461
C -0.49 0.29 -0.89  -0.2771
O -1.12 -1.02 -0.60  -0.2028
S 0.01 -2.14 -1.22  0.8682
O -0.48 -2.35 -2.67  -0.3068
O 0.12 -3.33 -0.24  -0.2988
O 1.47 -1.26 -1.14  -0.1983
C 1.17 0.21 -1.08  -0.2680
O 1.78 1.04 -2.14  -0.0220
H 0.80 -0.42 1.61  0.0634
H 0.67 1.11 2.77  0.0885
H -0.38 -0.50 3.13  0.0948
H -2.17 0.16 1.48  0.1322
H -1.52 1.82 2.10  0.1264
H -0.06 2.07 0.19  0.1287
H -0.96 0.53 -1.96  0.1785
H 1.73 0.57 -0.10  0.1741
H 1.44 0.77 -3.05  0.1385

***

Entry 11:
Formula: C4H9NO5S
Source: OMol25
Level of theory: ωB97M-V/def2-TZVPD

## Properties
Kohn-Sham gap (hartree): 0.3149
Total charge: 0
HOMO energy (eV): -8.29

Last column: Löwdin charge in e.
CARTESIAN COORDINATES (ANGSTROEM)
O 1.93 1.73 -1.54  0.0370
C 1.82 0.92 -0.66  -0.6149
N 1.37 -0.23 -1.04  0.1023
C 2.19 1.13 0.86  -0.0409
H 1.39 -1.05 -0.45  0.1226
H 1.30 -0.44 -2.03  0.1443
H 2.72 2.07 1.03  0.0878
H 2.72 0.29 1.31  0.0769
H 1.25 1.27 1.41  -0.1292
C -2.60 -0.32 -0.20  -0.2204
C -1.60 -1.44 -0.62  -0.1140
O -0.37 -0.83 -0.29  -0.3013
S -0.46 0.10 1.08  0.8476
O 0.25 1.37 0.94  -0.1882
O -0.25 -0.65 2.30  -0.1815
O -2.07 0.38 0.82  -0.1605
H -3.60 -0.60 0.12  0.1353
H -2.79 0.25 -1.11  0.1299
H -1.56 -1.51 -1.71  0.1351
H -1.63 -2.45 -0.21  0.1322

***

Entry 12:
Formula: C4H9NOS
Source: OMol25
Level of theory: ωB97M-V/def2-TZVPD

## Properties
Structure (SMILES): C=C[S@](C)(=O)=NC
Kohn-Sham gap (alpha / beta) (hartree): 0.3293 / 0.3293
Total charge: 0
HOMO energy (alpha / beta) (eV): -8.24 / -8.24

Last column: Löwdin charge in e.
CARTESIAN COORDINATES (ANGSTROEM)
C 1.78 1.94 0.57  -0.0578
C 0.52 1.77 0.76  -0.1057
C -0.84 -0.91 -2.24  -0.2111
C -0.73 -1.05 1.68  -0.1265
N -1.23 -0.52 -0.86  -0.3729
O 1.29 -0.91 -0.13  -0.4355
S -0.03 -0.28 0.14  0.7724
H 2.30 2.81 0.89  0.0576
H 2.25 0.99 0.28  0.0519
H -0.44 2.28 0.84  0.0679
H -1.65 -0.56 -2.92  0.0561
H -0.73 -2.06 -2.21  0.0967
H 0.12 -0.26 -2.43  0.0869
H -0.58 -0.26 2.35  0.0108
H -1.82 -1.04 1.44  0.0715
H -0.21 -1.94 1.84  0.0378

***

These records have max |F| values of 1.0, 1.1, 2.2, 2.2, 7.0, 5.0, 5.0, 4.6, 3.9, 6.4, 14.1, 4.4 eV Å⁻¹, in the order they appear.
These records have energy values of -438.28521, -438.17038, -438.27591, -438.26276, -438.07235, -513.45911, -536.96381, -1309.81294, -588.55960, -986.79823, -986.66906, -685.80762 Eh, in the order they appear.
These records have energy above the lowest of the compared OMol25 structures with the same formula, charge and spin values of 1.193, 4.318, 1.447, 1.804, 6.986, 3.223, 0.913, 2.344, 6.491, 3.747, 7.262, 5.750 eV, in the order they appear.